DFT (ωB97M-V/def2-TZVPD) results for a cluster of 12 separate species, C40H98N13O19 in total at a distorted geometry.

Cartesian coordinates (Å):
C1 19.111 23.153 9.008
N1 19.062 22.307 10.173
C2 18.649 22.761 11.340
C3 18.625 21.911 12.449
C4 19.060 20.592 12.353
C5 19.328 20.117 11.052
C6 19.307 20.984 9.991
C7 19.046 19.671 13.452
C8 18.462 18.406 13.334
C9 18.486 17.475 14.396
N2 19.202 17.823 15.490
C10 19.704 19.053 15.692
C11 19.602 20.017 14.681
C12 19.425 16.753 16.537
H1 20.143 23.214 8.661
H2 18.915 24.184 9.301
H3 18.377 22.771 8.299
H4 18.287 23.778 11.382
H5 18.202 22.318 13.355
H6 19.350 19.049 10.892
H7 19.568 20.767 8.965
H8 18.002 18.028 12.433
H9 18.175 16.442 14.347
H10 20.370 19.085 16.542
H11 20.084 20.982 14.621
H12 19.635 15.869 15.935
H13 18.466 16.488 16.982
H14 20.126 17.003 17.334
C13 17.163 12.263 22.218
C14 17.730 13.636 21.715
C15 17.859 14.651 22.839
O1 18.444 15.904 22.493
C16 17.516 16.766 21.817
N3 19.089 13.485 21.004
H15 19.714 12.817 21.432
H16 19.155 13.298 20.013
H17 19.578 14.341 21.224
H18 16.091 12.407 22.354
H19 17.684 11.807 23.060
H20 17.138 11.535 21.408
H21 17.133 14.069 20.913
H22 18.454 14.323 23.692
H23 16.853 14.837 23.215
H24 18.059 17.361 21.083
H25 17.015 17.365 22.578
H26 16.960 16.192 21.076
C17 11.719 19.634 18.433
C18 12.870 20.651 18.086
C19 12.878 21.145 16.615
O2 13.928 22.119 16.280
C20 13.724 22.765 15.043
N4 12.653 21.854 19.038
H27 12.370 21.467 19.927
H28 13.390 22.535 19.152
H29 11.810 22.349 18.782
H30 11.954 18.722 17.884
H31 10.758 20.004 18.079
H32 11.742 19.372 19.491
H33 13.849 20.311 18.424
H34 11.889 21.584 16.487
H35 13.015 20.314 15.924
H36 14.528 23.474 14.848
H37 12.898 23.476 15.011
H38 13.582 22.049 14.234
C21 13.579 10.612 20.967
C22 13.766 11.852 20.152
C23 14.359 11.631 18.783
O3 13.600 10.664 18.037
C24 14.207 10.397 16.782
N5 12.323 12.492 20.031
H39 11.667 11.773 19.762
H40 11.944 12.876 20.885
H41 12.257 13.284 19.409
H42 13.190 9.729 20.459
H43 12.940 10.769 21.835
H44 14.541 10.214 21.291
H45 14.474 12.570 20.566
H46 15.419 11.378 18.800
H47 14.366 12.538 18.178
H48 13.399 9.837 16.312
H49 15.117 9.803 16.861
H50 14.587 11.210 16.164
C25 14.339 16.161 19.092
C26 14.768 16.782 17.798
C27 15.937 17.796 18.054
O4 16.534 18.265 16.866
C28 15.794 19.316 16.229
N6 15.180 15.796 16.694
H51 14.429 15.148 16.500
H52 15.287 16.359 15.863
H53 16.021 15.322 16.992
H54 13.780 16.896 19.671
H55 15.213 16.034 19.731
H56 13.701 15.289 18.944
H57 13.935 17.309 17.331
H58 16.712 17.268 18.609
H59 15.515 18.585 18.677
H60 16.457 19.798 15.511
H61 15.704 20.119 16.961
H62 14.843 19.074 15.755
C29 17.110 28.304 17.927
C30 17.687 26.920 18.376
C31 16.619 25.870 18.128
O5 17.153 24.494 18.145
C32 16.221 23.519 17.728
N7 18.849 26.576 17.419
H63 19.110 25.662 17.762
H64 18.626 26.521 16.436
H65 19.521 27.318 17.555
H66 16.972 28.517 16.867
H67 17.629 29.187 18.302
H68 16.096 28.504 18.273
H69 18.089 26.938 19.389
H70 16.242 26.054 17.122
H71 15.868 26.013 18.905
H72 15.681 23.963 16.892
H73 15.628 23.278 18.611
H74 16.849 22.691 17.401
C33 7.581 13.401 18.133
C34 8.916 13.499 18.852
C35 9.292 14.955 19.047
O6 10.499 15.169 19.796
C36 10.713 16.558 20.079
N8 8.696 12.929 20.283
H75 7.835 13.285 20.672
H76 8.755 11.921 20.284
H77 9.369 13.195 20.988
H78 7.586 13.729 17.093
H79 6.790 14.027 18.544
H80 7.193 12.397 17.962
H81 9.755 12.908 18.484
H82 8.423 15.389 19.541
H83 9.424 15.387 18.055
H84 11.548 16.658 20.772
H85 9.890 17.004 20.638
H86 10.971 17.104 19.171
C37 17.102 21.031 19.947
C38 17.331 21.719 21.252
C39 18.706 21.225 21.905
O7 18.617 21.258 23.322
C40 17.727 20.340 23.875
N9 17.379 23.253 21.017
H87 16.495 23.539 20.622
H88 17.491 23.779 21.872
H89 18.165 23.504 20.434
H90 17.925 21.037 19.233
H91 16.162 21.321 19.477
H92 16.952 19.960 20.085
H93 16.464 21.571 21.896
H94 19.575 21.788 21.564
H95 18.804 20.186 21.590
H96 18.083 20.205 24.896
H97 17.769 19.399 23.326
H98 16.666 20.591 23.864
N10 18.109 14.011 17.722
O8 17.555 14.724 18.539
O9 17.643 14.032 16.593
O10 19.006 13.273 18.062
N11 14.344 16.467 13.363
O11 13.742 15.679 14.019
O12 15.529 16.585 13.527
O13 13.738 17.168 12.557
N12 13.778 20.057 21.844
O14 12.818 20.810 21.724
O15 14.072 19.426 20.887
O16 14.390 19.911 22.892
N13 11.578 15.327 16.391
O17 10.655 15.303 15.584
O18 12.293 14.376 16.611
O19 11.751 16.366 16.941

* largest force on an atom: 6.4 eV Å⁻¹
* calculated total energy: -101275.3081 eV
* total charge: +5
* Kohn-Sham gap: 3.82 eV

DFT (ωB97M-V/def2-TZVPD) results for a structure of composition C12H28IrNO3P2 at a distorted geometry.

Cartesian coordinates (Å):
C1 -1.556 1.251 -3.040
C2 -0.846 1.117 -1.839
N1 -0.539 -0.113 -1.364
C3 -0.846 -1.217 -2.069
C4 -1.505 -1.127 -3.291
C5 -1.885 0.119 -3.779
C6 -0.379 2.272 -1.053
P1 1.059 1.808 -0.025
Ir1 0.508 -0.265 0.692
P2 -0.123 -2.400 0.306
C7 -0.466 -2.563 -1.496
O1 -2.207 3.181 0.595
O2 -1.350 1.828 2.485
H1 -1.806 2.260 -3.365
H2 -1.719 -2.055 -3.823
H3 -2.424 0.209 -4.714
C8 2.515 2.027 -1.070
C9 1.229 3.024 1.298
H4 -1.267 -3.299 -1.654
H5 0.440 -2.959 -1.984
H6 -1.375 2.729 -0.236
H7 -0.143 3.149 -1.679
C10 0.970 -3.767 0.761
C11 -1.734 -2.721 1.094
H8 -0.912 0.921 1.993
H9 -1.279 1.734 3.439
H10 -1.950 2.628 1.562
H11 -3.105 2.924 0.351
H12 1.876 -0.484 -0.151
H13 -0.977 -0.017 1.292
H14 2.537 3.049 -1.476
H15 3.410 1.853 -0.461
H16 2.495 1.303 -1.892
H17 1.300 4.030 0.867
H18 0.370 2.959 1.978
H19 2.143 2.789 1.854
H20 -2.092 -3.725 0.836
H21 -1.608 -2.631 2.180
H22 -2.453 -1.965 0.756
H23 0.481 -4.726 0.540
H24 1.906 -3.694 0.194
H25 1.189 -3.702 1.835
C12 2.473 -1.182 2.701
O3 1.283 -0.430 2.537
H26 2.312 -1.897 3.529
H27 3.286 -0.500 3.004
H28 2.767 -1.727 1.783

* largest force on an atom: 3.0 eV Å⁻¹
* energy above the lowest of the compared OMol25 structures with the same formula, charge and spin: 0.366 eV
* calculated total energy: -41940.4514 eV
* multiplicity: 5
* total charge: 0
* expectation value of S²: 6.032
* Kohn-Sham gap (spin up / spin down): 3.65 / 5.23 eV

Which of these has the highest largest force on an atom?
C40H98N13O19